Record 1
52
Properties=species:S:1:pos:R:3 method="wB97M-V/def2-TZVPD" de_lowest_kj_mol=47.1 multiplicity=2 orbital_gap_ha="0.2654 / 0.2494" charge=+2 homo_ev="-13.45 / -13.46"
Ti 0.6261 0.7284 -0.7398
O -0.9296 1.5387 -1.1557
C -2.2062 1.1545 -1.4241
C -3.1877 2.1331 -1.5065
C -4.4851 1.7677 -1.8264
C -4.8165 0.4400 -2.0753
C -3.8435 -0.5304 -1.9918
C -2.5257 -0.1974 -1.6410
C -1.5276 -1.2286 -1.5473
N -0.3915 -1.0441 -0.9513
N 0.5619 -2.0688 -1.1704
C 1.6954 -1.5788 -1.5455
O 1.8778 -0.2525 -1.7297
C 2.8350 -2.4653 -1.8176
C 2.7602 -3.8251 -1.5099
C 3.8386 -4.6461 -1.7795
C 4.9911 -4.1203 -2.3545
C 5.0664 -2.7700 -2.6614
C 3.9901 -1.9401 -2.3923
H -2.9232 3.1710 -1.3586
H -5.2410 2.5380 -1.9029
H -5.8285 0.1703 -2.3416
H -4.0829 -1.5681 -2.1877
H -1.6959 -2.1927 -2.0215
H 1.8600 -4.2289 -1.0683
H 3.7838 -5.7003 -1.5452
H 5.8297 -4.7703 -2.5657
H 5.9612 -2.3667 -3.1151
H 4.0363 -0.8882 -2.6380
C 1.4297 1.1674 4.9084
N 1.4744 2.5083 4.1397
C 0.0786 3.1655 4.2560
N -0.9265 2.2838 3.7878
C -0.9120 1.0292 4.5421
N 0.3790 0.3511 4.4191
C 0.6205 -0.1769 3.0804
P 0.6539 1.1981 1.8396
C 1.8678 2.3070 2.7046
C -0.8995 2.0783 2.3432
H 1.2658 1.4304 5.9531
H 2.4053 0.6979 4.7889
H 2.1603 3.1198 4.5879
H 0.1150 4.0904 3.6818
H -0.0553 3.3865 5.3146
H -1.7021 0.3757 4.1784
H -1.0972 1.2468 5.5940
H -0.1742 -0.8727 2.8066
H 1.5626 -0.7269 3.0476
H 1.9093 3.2850 2.2234
H 2.8684 1.8729 2.6829
H -1.7583 1.4767 2.0402
H -0.9725 3.0321 1.8180

***

Record 2
71
Properties=species:S:1:pos:R:3 method="wB97M-V/def2-TZVPD" de_lowest_kj_mol=218.5 orbital_gap_ha=0.2477 charge=0 homo_ev=-7.40
Mo -1.9947 -0.4041 0.8872
O 0.2802 -0.3305 1.2576
C 1.1473 0.7616 1.4229
C 0.3553 2.0205 1.2452
C 0.9946 3.2524 1.3122
C 0.2420 4.4033 1.1761
C -1.1247 4.2729 0.9730
C -1.6817 3.0103 0.9175
N -0.9553 1.8878 1.0565
H 0.7166 -1.1844 1.4850
H 1.9648 0.7225 0.6920
H 1.6007 0.7492 2.4198
H 2.0642 3.2860 1.4778
H 0.7084 5.3779 1.2295
H -1.7707 5.1315 0.8591
H -2.7377 2.8623 0.7444
O -4.0118 0.5847 7.1379
C -4.2466 0.9557 5.8352
O -5.1113 1.7359 5.6093
C -3.3407 0.3148 4.8342
C -2.3056 -0.5607 5.1441
N -1.7028 -0.9130 4.0058
N -2.2988 -0.3163 2.9709
C -3.2947 0.4357 3.4199
C -4.0718 1.2490 2.3492
O -4.9521 1.9873 2.7323
O -3.6275 1.0722 1.1632
H -3.3026 -0.0622 7.1794
H -1.9375 -0.9676 6.0725
H -0.9286 -1.5420 3.8009
O -3.3082 -1.3643 0.6807
C 1.8765 2.4909 -4.5277
C 1.2863 3.0121 -3.2239
C 0.1458 2.1619 -2.6872
N 0.6392 0.8229 -2.3587
C -0.1350 -0.1418 -1.8690
S -1.8073 0.0554 -1.6871
N 0.4388 -1.3228 -1.4832
C 1.7907 -1.6756 -1.4326
O 2.2104 -2.2749 -0.4670
C 2.6408 -1.3623 -2.6129
C 2.1115 -1.3672 -3.9016
C 2.9458 -1.1440 -4.9846
C 4.2974 -0.8974 -4.7802
C 4.8244 -0.8898 -3.4956
C 3.9994 -1.1364 -2.4101
H 2.6216 3.1807 -4.9234
H 1.0970 2.3689 -5.2823
H 2.3631 1.5215 -4.4022
H 0.8994 4.0231 -3.3621
H 2.0645 3.0906 -2.4556
H -0.6555 2.0694 -3.4202
H -0.2939 2.6075 -1.7927
H 1.6413 0.7015 -2.3436
H -0.1509 -1.8307 -0.8221
H 1.0576 -1.5671 -4.0486
H 2.5416 -1.1627 -5.9876
H 4.9445 -0.7165 -5.6283
H 5.8793 -0.7066 -3.3422
H 4.3884 -1.1681 -1.4007
O -2.2968 -3.5050 -1.0007
C -1.5581 -3.7024 -0.0690
C -0.9481 -5.0649 0.2690
C -0.0065 -4.7708 1.4203
C -0.1751 -3.2797 1.6409
O 0.4277 -2.6721 2.5500
N -1.0679 -2.7240 0.7983
H -0.4511 -5.4373 -0.6262
H -1.7522 -5.7625 0.4984
H 1.0451 -4.9653 1.2113
H -0.2483 -5.2873 2.3492

***

Record 3
113
Properties=species:S:1:pos:R:3 method="wB97M-V/def2-TZVPD" orbital_gap_ha=0.0350 charge=0 homo_ev=-6.29
C 1.2881 2.2289 3.3153
C 1.6588 0.6324 2.9783
C 0.7445 -0.4317 3.8943
N 2.6428 0.1894 2.1724
C 2.2820 0.2261 0.6658
Cl 0.4501 0.3319 0.5865
C 3.1094 1.5674 0.1552
C 2.3320 2.9791 0.1914
C 2.2056 3.7472 -1.2902
S 0.5196 4.5556 -1.3887
C -0.7885 3.4088 -2.0809
S -0.8648 2.7931 -3.6662
N -1.9270 3.0192 -1.1156
C -3.2943 2.4597 -1.5417
C -4.2469 2.1923 -0.2158
N -3.3250 2.6564 0.9206
C -1.9484 3.1177 0.4201
O 2.9428 -0.9282 0.1626
C 2.6341 -1.6005 -1.0367
C 4.1438 -2.2157 -1.4634
C 5.2929 -1.0573 -1.6217
C 5.7083 -0.7760 -3.2185
I 5.6676 1.3442 -3.7581
B 2.1922 -0.7976 -2.3896
N 1.5533 0.6000 -2.4758
O 2.4445 -1.3706 -3.7638
C 1.5530 -2.8577 -0.7349
Br -0.1035 -2.2551 -1.7864
O 1.2912 -2.8168 0.6705
C 0.6620 -3.9020 1.3418
O 0.2343 -3.3516 2.6798
O 1.5522 -5.0381 1.7599
C -0.6831 -4.5835 0.7413
C -2.0993 -3.8122 1.1127
O -2.7218 -3.8871 2.3112
N -2.8594 -2.9860 0.0535
C -2.8717 -1.5158 0.4068
C -4.2484 -3.6004 0.0520
P 1.9993 -4.4969 -1.5598
S 3.4595 -5.5317 -0.8379
H 1.0329 2.3362 4.4700
H 2.2616 2.8327 3.0561
H 0.3577 2.5023 2.6560
H -0.1606 -0.7976 3.2102
H 1.3515 -1.3724 4.2345
H 0.2415 0.0978 4.8218
H 3.5509 1.4473 -0.9478
H 4.0793 1.6708 0.8441
H 2.9889 3.7329 0.8452
H 1.2638 3.0141 0.6493
H 3.0010 4.6375 -1.3061
H 2.4851 3.0527 -2.1892
H -3.6981 2.2279 -2.6256
H -5.3466 1.7946 -0.1255
H -1.0565 3.5075 1.0965
H 4.4624 -2.8528 -0.5052
H 4.1328 -2.8238 -2.4534
H 6.2873 -1.5245 -1.1518
H 5.1010 -0.0724 -1.0224
H 6.8269 -1.1539 -3.3936
H 5.0484 -1.4683 -3.9317
H 1.9647 1.0797 -3.3137
H 0.5462 0.4593 -2.7099
H 2.9316 -0.6464 -4.2928
H -0.0228 -4.1731 3.2188
H 1.3896 -5.8205 1.1554
H -0.7099 -4.7729 -0.4103
H -0.7812 -5.6601 1.2488
H -2.5937 -0.9295 -0.5953
H -2.0493 -1.2008 1.1924
H -3.9407 -1.1198 0.7102
H -4.2391 -4.7502 0.3730
H -4.9921 -3.0330 0.7896
H -4.6588 -3.6123 -1.0687
H 0.8778 -5.4303 -1.7353
H 2.3862 -4.1645 -2.9407
Mg 4.9534 -0.3104 2.5271
C -7.0455 4.4314 0.6482
C -7.7943 3.6809 -0.3995
O -9.0306 3.4000 0.2164
C -9.2270 4.4199 1.0985
O -10.3000 4.6787 1.6176
O -8.0757 5.1231 1.3251
F -7.1834 2.5085 -0.6823
H -6.5272 3.7722 1.3527
H -6.3196 5.1288 0.2215
H -7.9626 4.2459 -1.3225
O -10.5280 -1.2761 0.1685
Cl -9.6001 -0.1629 0.1231
O -8.2484 -0.6659 -0.0267
O -9.6986 0.5992 1.3529
O -9.9251 0.6919 -1.0023
Br -8.9280 5.5147 -1.9831
O 6.9125 -1.0243 5.8564
H 6.0951 -1.5319 6.0937
H 7.2995 -1.3403 5.0005
H 7.5807 -1.0513 6.5878
O 0.7532 -3.5029 -6.5405
S 0.9719 -4.6081 -5.5896
O 0.7383 -5.8951 -6.2696
O 0.0378 -4.4741 -4.4570
O 2.3587 -4.5602 -5.0914
Cs 8.1720 1.0978 -5.0426
C -0.7291 6.7010 2.6923
Br -1.8463 7.8554 3.7892
Br -1.6128 5.0177 2.2804
Br -0.1113 7.6064 1.0852
H 0.1594 6.4591 3.2847
Be -0.5280 1.0751 -5.9209
C 9.0490 -2.1978 2.1693
O 8.4974 -1.8122 3.1886
O 8.6535 -1.9785 1.0187
O 10.0880 -2.8669 2.1308

***

Record 4
146
Properties=species:S:1:pos:R:3 method="wB97M-V/def2-TZVPD" de_lowest_kj_mol=0.0 orbital_gap_ha=0.3331 charge=+1 homo_ev=-12.09
C -1.2350 0.7995 5.5160
C -0.5702 -0.5498 5.2378
C -1.2292 -1.3293 4.0962
C -1.3204 -0.5777 2.7639
C -0.1603 -0.8596 1.7965
C -0.6321 -0.7807 0.3368
C 0.4795 -0.4119 -0.6609
N 0.5566 -1.3217 -1.8109
C 1.2031 -2.4123 -1.8113
B 2.0740 -2.9553 -0.5814
O 1.4321 -3.4049 0.5205
O 3.4164 -2.8802 -0.7657
C 4.1995 -2.0979 0.1667
C 4.6411 -0.8070 -0.4910
C 1.0771 -3.0811 -3.1758
N 2.2915 -2.7771 -3.9074
S 0.9621 -4.9071 -2.9072
O 0.2307 -5.1840 -1.7204
O 0.7326 -5.6024 -4.1118
F 2.4840 -5.1168 -2.5274
C -0.1769 -2.3794 -3.8013
C -1.4875 -3.1403 -3.5262
C -2.0370 -3.2103 -2.0915
C -0.0441 -2.2177 -5.3279
N -0.2357 -3.4722 -6.0486
C -0.0945 -0.9743 -3.1200
O -1.2887 -0.3731 -2.7147
C -2.2341 0.1041 -3.6969
C -2.7492 1.4900 -3.2856
C -4.2540 1.4494 -2.9848
C -2.3481 2.6068 -4.2834
C -3.4249 2.8621 -5.3440
C -2.0555 3.8929 -3.5075
B 0.9603 0.0738 -3.7937
O 0.6273 0.6870 -4.9708
O 2.1220 0.2855 -3.1332
C 3.2666 0.7737 -3.8392
H -2.3142 0.7570 5.3529
H -0.8469 1.5730 4.8501
H -1.0393 1.1383 6.5328
H 0.4929 -0.4032 5.0255
H -0.6486 -1.1600 6.1417
H -0.7154 -2.2846 3.9557
H -2.2416 -1.5856 4.4233
H -1.4234 0.4974 2.9252
H -2.2444 -0.8886 2.2661
H 0.6759 -0.1775 1.9713
H 0.1565 -1.8862 1.9847
H -1.4160 -0.0243 0.2619
H -1.1031 -1.7224 0.0614
H 1.4609 -0.3920 -0.1797
H 0.3090 0.5904 -1.0460
H 1.7556 -4.2696 0.8103
H 5.0714 -2.6963 0.4265
H 3.6396 -1.9038 1.0841
H 3.7989 -0.2964 -0.9639
H 5.3992 -0.9997 -1.2500
H 5.0897 -0.1540 0.2591
H 3.1128 -3.0139 -3.3602
H 2.3237 -3.3372 -4.7559
H -1.3969 -4.1472 -3.9321
H -2.2486 -2.6383 -4.1292
H -2.6662 -2.3505 -1.8720
H -2.6721 -4.0934 -2.0148
H -1.2701 -3.3327 -1.3322
H -0.7472 -1.4451 -5.6521
H 0.9424 -1.8453 -5.5967
H -1.2160 -3.6576 -6.2184
H 0.2089 -3.4060 -6.9548
H -1.7946 0.1176 -4.6927
H -3.0631 -0.6094 -3.6907
H -2.2680 1.7227 -2.3307
H -4.6423 2.4603 -2.8618
H -4.8190 0.9274 -3.7557
H -4.4077 0.9433 -2.0297
H -1.4184 2.3084 -4.7750
H -3.8559 1.9163 -5.6792
H -4.2222 3.4860 -4.9463
H -2.9838 3.3372 -6.2198
H -1.6828 4.6808 -4.1653
H -1.2996 3.7297 -2.7345
H -2.9558 4.2728 -3.0195
H 0.8322 1.6328 -4.9979
H 4.1105 0.7387 -3.1549
H 3.4807 0.1337 -4.6941
H 3.1295 1.8073 -4.1596
C 0.5819 -6.5886 2.9178
O -0.4794 -5.6893 3.2459
C -0.3964 -5.1797 4.4799
O 0.4702 -5.4222 5.2764
O -1.4206 -4.3510 4.6593
C -1.4487 -3.7196 5.9474
H 0.3987 -6.9068 1.8948
H 1.5404 -6.0729 2.9859
H 0.5841 -7.4509 3.5804
H -0.5529 -3.1200 6.0997
H -1.5306 -4.4647 6.7354
H -2.3284 -3.0832 5.9433
C -6.4156 3.3063 -9.4374
O -7.5533 3.8724 -8.7817
C -7.4393 3.9719 -7.4606
O -6.4847 3.6308 -6.8074
O -8.5565 4.5115 -6.9835
C -8.5779 4.6828 -5.5635
H -6.6609 3.2936 -10.4946
H -5.5320 3.9185 -9.2675
H -6.2359 2.2924 -9.0846
H -7.7768 5.3477 -5.2463
H -8.4822 3.7223 -5.0607
H -9.5413 5.1271 -5.3350
C 4.9666 0.5571 4.7107
O 5.0117 1.7946 5.4215
C 3.8245 2.3588 5.6337
O 2.7626 1.9127 5.2748
O 4.0108 3.4918 6.2963
C 2.8181 4.2280 6.5951
H 5.9984 0.2316 4.6215
H 4.3899 -0.1855 5.2593
H 4.5327 0.7022 3.7220
H 2.1502 3.6464 7.2270
H 2.3069 4.5116 5.6774
H 3.1482 5.1134 7.1279
C 2.9908 2.6356 -0.6438
O 2.4072 3.8379 -0.1509
C 2.6976 4.9149 -0.8919
O 3.3603 4.9030 -1.8972
O 2.1282 5.9725 -0.3345
C 2.3589 7.2090 -1.0258
H 2.6693 1.8433 0.0288
H 2.6398 2.4264 -1.6530
H 4.0783 2.6987 -0.6389
H 1.9586 7.1607 -2.0361
H 3.4225 7.4332 -1.0593
H 1.8356 7.9672 -0.4529
C 2.4865 -1.8349 11.8382
O 2.4882 -0.6084 11.0990
C 2.4853 -0.7619 9.7784
O 2.4794 -1.8117 9.1880
O 2.4887 0.4455 9.2139
C 2.4897 0.4211 7.7838
H 2.4893 -1.5478 12.8848
H 1.5945 -2.4159 11.6131
H 3.3745 -2.4204 11.6095
H 1.5961 -0.0785 7.4124
H 3.3816 -0.0790 7.4096
H 2.4706 1.4475 7.4529

***

Number 1: electronic energy -65049.2040 eV. Number 2: electronic energy -67479.3087 eV. Number 3: electronic energy -523836.2798 eV. Number 4: electronic energy -105106.8659 eV.